1.
{"formula": "C6H13NO2", "method": "wB97M-V/def2-TZVPD", "species": ["C", "C", "O", "C", "O", "C", "C", "C", "N", "H", "H", "H", "H", "H", "H", "H", "H", "H", "H", "H", "H", "H"], "coordinates": [[0.255, 2.019, 1.421], [0.075, 0.530, 1.590], [0.440, -0.064, 2.608], [-1.038, -0.120, 0.656], [-1.655, 0.746, -0.280], [-0.211, -1.183, -0.010], [-0.848, -1.823, -1.222], [1.357, -0.491, -0.474], [1.224, 0.599, -1.411], [1.088, 2.342, 2.050], [-0.664, 2.536, 1.708], [0.482, 2.312, 0.397], [-1.779, -0.544, 1.339], [-2.230, 1.352, 0.213], [0.098, -1.941, 0.713], [-0.335, -2.753, -1.486], [-0.786, -1.154, -2.088], [-1.907, -2.031, -1.038], [2.110, -0.283, 0.290], [1.778, -1.362, -0.983], [0.475, 0.448, -2.088], [2.068, 0.866, -1.905]], "gap_ev": 9.53, "e_lumo_ev": 0.69, "energy_ha": -441.6011, "total_charge": 0, "homo_ha": -0.325}



2.
{"formula": "C6H13NO3", "method": "wB97M-V/def2-TZVPD", "species": ["C", "C", "O", "C", "C", "N", "C", "O", "C", "H", "H", "H", "H", "H", "H", "H", "H", "H", "H", "H", "H", "O", "H"], "coordinates": [[1.464, 3.268, 1.730], [1.061, 1.814, 1.840], [2.226, 1.017, 1.834], [2.008, -0.363, 2.011], [1.467, -1.021, 0.731], [2.576, -1.113, -0.200], [4.183, -1.157, 1.079], [5.164, -0.473, 0.853], [3.357, -1.010, 2.348], [0.567, 3.901, 1.695], [2.069, 3.569, 2.596], [2.045, 3.439, 0.813], [0.493, 1.636, 2.772], [0.404, 1.540, 0.995], [1.301, -0.532, 2.841], [1.108, -2.030, 0.983], [0.597, -0.482, 0.329], [3.098, -2.362, -0.465], [3.903, -0.392, 3.070], [3.186, -2.001, 2.792], [3.038, -0.291, -0.566], [4.365, -2.805, 0.301], [3.949, -3.402, 0.932]], "gap_ev": 9.58, "e_lumo_ev": 0.63, "energy_ha": -516.7718, "total_charge": 0, "homo_ha": -0.329}



3.
{"formula": "C6H13NO4", "method": "wB97M-V/def2-TZVPD", "species": ["N", "O", "O", "C", "C", "C", "C", "C", "C", "O", "O", "H", "H", "H", "H", "H", "H", "H", "H", "H", "H", "H", "H", "H"], "coordinates": [[0.074, -3.220, 2.020], [1.123, -2.902, 2.546], [-0.190, -3.890, 1.039], [-1.879, 0.983, -0.733], [-0.428, 1.124, -0.270], [-0.345, 1.977, 0.993], [0.266, -0.364, 0.005], [0.220, -1.148, -1.346], [1.762, -0.095, 0.354], [-0.318, -1.036, 0.934], [0.349, 1.830, -1.227], [-2.435, 0.366, -0.018], [-2.346, 1.976, -0.772], [-1.962, 0.531, -1.727], [-0.765, 1.434, 1.847], [0.685, 2.269, 1.217], [-0.924, 2.898, 0.847], [0.773, -0.638, -2.145], [0.666, -2.131, -1.163], [-0.820, -1.318, -1.638], [2.249, 0.523, -0.410], [1.826, 0.389, 1.333], [2.265, -1.064, 0.437], [0.154, 1.505, -2.122]], "gap_ev": [7.14, 7.71], "e_lumo_ev": [-1.93, -1.63], "energy_ha": -591.9276, "total_charge": 0, "homo_ha": [-0.333, -0.343]}



4.
{"formula": "C6H13NO5S", "method": "wB97M-V/def2-TZVPD", "species": ["N", "C", "O", "C", "O", "O", "C", "C", "O", "H", "H", "H", "H", "H", "H", "H", "C", "S", "O", "C", "H", "H", "H", "H", "H", "H"], "coordinates": [[-2.106, -1.248, 0.573], [-2.189, -0.550, -0.686], [-1.715, 0.786, -0.453], [-0.549, 1.045, -1.073], [0.398, 0.424, -0.934], [-0.606, 2.154, -1.800], [-1.660, 2.182, -2.759], [-1.007, 2.063, -4.140], [-0.967, 1.036, -4.683], [-2.687, -2.076, 0.564], [-2.465, -0.602, 1.263], [-3.206, -0.450, -1.058], [-1.598, -1.041, -1.448], [-2.224, 3.102, -2.702], [-2.349, 1.355, -2.681], [-0.579, 2.994, -4.545], [3.488, -1.868, 3.275], [1.807, -1.234, 3.386], [0.898, -2.335, 2.981], [1.949, -0.106, 1.991], [3.613, -2.629, 4.042], [3.649, -2.309, 2.291], [4.194, -1.055, 3.448], [2.216, -0.659, 1.091], [2.706, 0.646, 2.215], [0.986, 0.377, 1.844]], "gap_ev": 9.31, "e_lumo_ev": 0.69, "energy_ha": -1065.4827, "total_charge": 0, "homo_ha": -0.317}



5.
{"formula": "C6H13NO7S", "method": "wB97M-V/def2-TZVPD", "species": ["C", "C", "C", "C", "C", "C", "N", "O", "O", "O", "O", "O", "O", "O", "S", "H", "H", "H", "H", "H", "H", "H", "H", "H", "H", "H", "H", "H"], "coordinates": [[-2.413, 1.386, 1.245], [0.665, -2.094, -1.656], [0.891, 0.574, -1.347], [1.511, -1.089, 0.430], [-0.942, 1.021, 1.511], [0.451, -0.817, -0.742], [-0.960, -0.775, -0.469], [-1.449, -1.930, 0.067], [1.384, 2.497, 1.035], [-0.675, 3.658, 0.798], [-0.096, 2.723, 2.997], [0.426, -3.219, -0.908], [2.217, 0.910, -1.074], [1.611, -0.254, 1.579], [-0.047, 2.541, 1.523], [-2.468, 2.138, 0.371], [-3.015, 0.526, 1.061], [-2.679, 1.985, 2.139], [-0.050, -2.077, -2.576], [1.766, -2.157, -2.005], [0.114, 1.266, -0.988], [0.613, 0.376, -2.538], [2.412, -1.227, -0.188], [1.319, -2.051, 0.893], [-0.538, 0.563, 2.448], [-0.335, -3.059, -0.316], [2.172, 1.422, -0.307], [1.448, 0.733, 1.319]], "gap_ev": [5.80, 6.51], "e_lumo_ev": [5.97, 5.96], "energy_ha": -1215.8535, "total_charge": -2, "homo_ha": [0.006, -0.020]}



6.
{"formula": "C6H13NOS", "method": "wB97M-V/def2-TZVPD", "species": ["C", "C", "C", "C", "C", "C", "N", "O", "S", "H", "H", "H", "H", "H", "H", "H", "H", "H", "H", "H", "H", "H"], "coordinates": [[2.010, -2.065, -2.190], [0.189, 0.629, 1.007], [0.207, -0.511, 0.471], [0.705, -1.752, 0.962], [0.823, 3.078, 0.839], [-0.235, 2.016, 0.435], [-1.954, -1.370, -1.413], [-0.322, 0.345, -2.157], [-0.258, -0.861, -1.383], [1.704, -3.082, -2.446], [1.916, -1.472, -3.203], [0.688, 0.637, 1.972], [1.655, -2.029, 0.491], [0.069, -2.560, 0.727], [0.887, -1.667, 2.063], [0.801, 3.228, 1.944], [1.750, 2.472, 0.541], [0.569, 4.007, 0.259], [-1.200, 2.249, 0.887], [-0.340, 1.873, -0.704], [-2.237, -0.646, -2.109], [-2.215, -2.234, -1.863]], "gap_ev": 8.27, "e_lumo_ev": -0.36, "energy_ha": -764.3352, "total_charge": 0, "homo_ha": -0.317}



7.
{"formula": "C6H13NOS2", "method": "wB97M-V/def2-TZVPD", "species": ["C", "C", "C", "C", "C", "C", "N", "O", "S", "S", "H", "H", "H", "H", "H", "H", "H", "H", "H", "H", "H", "H", "H"], "coordinates": [[-2.195, -0.329, 0.310], [1.231, 0.577, -1.146], [1.673, 2.196, 0.737], [2.935, -0.187, 0.568], [-3.358, -2.410, -0.509], [1.678, 0.738, 0.306], [-2.506, -1.600, 0.297], [-2.110, 2.015, -0.513], [-3.062, 0.975, -0.168], [0.353, -0.070, 1.337], [1.014, -0.486, -1.201], [0.372, 1.238, -1.262], [1.938, 0.979, -1.976], [0.653, 2.483, 1.027], [2.018, 2.939, -0.037], [2.339, 2.286, 1.576], [3.149, -0.416, 1.581], [2.782, -1.152, -0.053], [3.868, 0.391, 0.451], [-3.219, -3.516, -0.198], [-4.470, -2.136, -0.469], [-3.090, -2.395, -1.598], [-1.993, -2.120, 0.939]], "gap_ev": [7.00, 7.02], "e_lumo_ev": [-1.14, -1.05], "energy_ha": -1162.5962, "total_charge": 0, "homo_ha": [-0.299, -0.296]}



8.
{"formula": "C6H13NP", "method": "wB97M-V/def2-TZVPD", "species": ["C", "C", "C", "C", "C", "C", "N", "P", "H", "H", "H", "H", "H", "H", "H", "H", "H", "H", "H", "H", "H"], "coordinates": [[-1.441, -0.886, 0.232], [-0.467, 0.180, -0.208], [0.761, -0.682, 0.147], [-2.905, -0.789, 0.128], [-0.580, 0.532, -1.687], [2.531, 0.974, 0.706], [1.662, -0.121, 1.182], [-0.369, -2.116, 0.699], [-0.542, 1.101, 0.384], [1.484, -0.870, -0.929], [-3.250, 0.196, 0.445], [-3.404, -1.553, 0.718], [-3.209, -0.915, -0.913], [0.295, 1.087, -2.020], [-1.460, 1.150, -1.857], [-0.666, -0.372, -2.285], [3.236, 0.584, -0.026], [1.925, 1.747, 0.238], [3.084, 1.414, 1.534], [1.071, 0.219, 1.953], [2.242, -0.880, 1.559]], "gap_ev": 9.40, "e_lumo_ev": -3.62, "energy_ha": -632.2176, "total_charge": 1, "homo_ha": -0.479}



ΔE to the lowest compared entry with this formula, charge and spin list, top to bottom, in kJ/mol: 207.2, 439.2, 542.9, 32.7, 26.6, 740.7, 603.1, 0.0